# 1
C50H41O18P | wB97M-V/def2-TZVPD

Each line ends with the Löwdin charge.
Positions of all 110 atoms, in Å:
1 C -3.23 0.72 3.24  0.08
2 C -2.43 0.58 2.36  -0.14
3 C -1.47 0.36 1.29  -0.19
4 C -0.14 1.11 1.49  -0.18
5 C 1.02 0.24 1.96  -0.13
6 C 1.16 -1.07 1.18  -0.44
7 C 0.78 -2.27 1.99  -0.30
8 O 0.93 -3.35 1.12  -0.35
9 P 2.54 -3.08 0.36  0.61
10 C 1.79 -2.85 -1.43  -0.77
11 O 0.70 -3.42 -1.66  -0.14
12 O 2.47 -2.19 -2.24  -0.13
13 O 2.46 -1.34 0.73  -0.31
14 H -4.02 0.78 3.94  0.01
15 H -1.96 0.72 0.39  0.12
16 H -1.34 -0.71 1.16  0.10
17 H 0.12 1.62 0.56  0.11
18 H -0.31 1.89 2.23  0.07
19 H 1.95 0.80 1.82  0.11
20 H 0.95 0.06 3.03  0.11
21 H 0.53 -1.00 0.28  0.14
22 H 1.53 -2.39 2.79  0.10
23 H -0.21 -2.20 2.47  0.10
24 H 2.59 -4.54 0.09  0.00
25 H 3.87 -3.00 -0.20  -0.02
26 H 3.20 -3.37 1.64  -0.01
27 C 3.99 0.39 -1.45  0.05
28 C 3.33 0.98 -2.45  0.02
29 C 3.65 2.35 -2.88  -0.38
30 O 3.05 2.91 -3.79  0.05
31 C 4.74 3.06 -2.17  0.00
32 C 5.41 2.49 -1.18  0.01
33 C 5.09 1.09 -0.74  -0.37
34 O 5.72 0.60 0.16  0.11
35 H 3.75 -0.63 -1.14  0.09
36 H 2.53 0.46 -2.97  0.12
37 H 4.95 4.07 -2.51  0.11
38 H 6.21 2.99 -0.65  0.11
39 C 2.58 5.14 -6.04  0.03
40 C 2.36 4.47 -7.17  0.03
41 C 2.50 5.13 -8.50  -0.39
42 O 2.30 4.53 -9.53  0.09
43 C 2.89 6.56 -8.52  0.01
44 C 3.11 7.23 -7.39  0.01
45 C 2.97 6.57 -6.06  -0.38
46 O 3.18 7.19 -5.04  0.10
47 H 2.49 4.67 -5.07  0.10
48 H 2.08 3.43 -7.18  0.13
49 H 2.99 7.02 -9.49  0.11
50 H 3.40 8.27 -7.38  0.12
51 C -2.31 6.36 1.09  0.02
52 C -1.38 5.64 1.71  0.03
53 C -1.74 4.61 2.71  -0.37
54 O -0.89 3.96 3.28  0.11
55 C -3.18 4.41 3.00  0.03
56 C -4.11 5.13 2.38  0.02
57 C -3.75 6.16 1.38  -0.37
58 O -4.60 6.82 0.82  0.06
59 H -2.07 7.12 0.36  0.12
60 H -0.32 5.77 1.51  0.12
61 H -3.42 3.64 3.72  0.11
62 H -5.17 5.00 2.57  0.12
63 C -4.81 -4.10 -0.09  0.00
64 C -4.48 -4.47 -1.32  0.00
65 C -3.05 -4.57 -1.74  -0.38
66 O -2.78 -4.92 -2.87  0.09
67 C -2.01 -4.23 -0.72  0.05
68 C -2.36 -3.87 0.51  0.03
69 C -3.78 -3.77 0.93  -0.40
70 O -4.11 -3.45 2.05  0.07
71 H -5.84 -4.02 0.24  0.11
72 H -5.22 -4.71 -2.07  0.11
73 H -0.96 -4.29 -1.02  0.09
74 H -1.61 -3.63 1.26  0.10
75 C 5.20 -7.68 0.07  0.01
76 C 5.35 -8.86 0.68  -0.01
77 C 5.10 -9.02 2.13  -0.43
78 O 5.23 -10.10 2.69  0.03
79 C 4.70 -7.81 2.88  -0.02
80 C 4.55 -6.63 2.27  0.02
81 C 4.79 -6.48 0.82  -0.42
82 O 4.62 -5.41 0.27  0.06
83 H 5.38 -7.55 -0.99  0.12
84 H 5.65 -9.76 0.16  0.11
85 H 4.53 -7.94 3.94  0.11
86 H 4.25 -5.73 2.79  0.12
87 C 0.09 -8.12 -0.33  0.05
88 C -1.07 -8.76 -0.28  0.01
89 C -1.42 -9.64 0.86  -0.40
90 O -2.49 -10.23 0.90  0.07
91 C -0.43 -9.77 1.95  0.01
92 C 0.74 -9.14 1.91  0.03
93 C 1.09 -8.26 0.76  -0.35
94 O 2.15 -7.68 0.72  0.14
95 H 0.37 -7.46 -1.15  0.13
96 H -1.82 -8.67 -1.06  0.12
97 H -0.71 -10.42 2.77  0.11
98 H 1.48 -9.22 2.69  0.12
99 C -6.78 10.23 1.19  0.02
100 C -6.42 9.11 1.81  0.03
101 C -6.44 9.02 3.29  -0.38
102 O -6.11 8.01 3.87  0.11
103 C -6.90 10.21 4.05  0.02
104 C -7.26 11.33 3.43  0.01
105 C -7.24 11.42 1.94  -0.39
106 O -7.58 12.45 1.38  0.09
107 H -6.77 10.33 0.11  0.12
108 H -6.08 8.23 1.28  0.09
109 H -6.91 10.12 5.13  0.12
110 H -7.60 12.21 3.96  0.12

**LUMO**: 0.535 eV
**M**: 960.83 g/mol
**Maximum force**: 0.051 Eh/bohr
**Charge**: -2
**2S+1**: 1
**Total energy**: -98647.9352 eV

***

# 2
C50H43NO2P2ReSSeSi | wB97M-V/def2-TZVPD

Each line ends with the Mulliken spin population.
Positions of all 102 atoms, in Å:
1 Re 0.17 1.05 -0.10  0.71
2 C -1.30 4.06 -1.75  0.00
3 Si -1.31 2.18 -1.68  -0.08
4 C -0.92 1.51 -3.41  0.01
5 C -1.48 2.03 -4.58  0.00
6 C -1.21 1.47 -5.82  0.00
7 C -0.38 0.36 -5.92  0.00
8 C 0.19 -0.17 -4.77  -0.01
9 C -0.06 0.41 -3.53  0.00
10 P 0.64 -0.36 -2.00  0.09
11 C -0.15 -2.00 -2.25  -0.05
12 C -1.54 -1.98 -2.30  0.03
13 C -2.27 -3.13 -2.58  0.00
14 C -1.60 -4.33 -2.80  0.00
15 C -0.22 -4.36 -2.76  0.00
16 C 0.51 -3.20 -2.50  0.00
17 C 2.40 -0.59 -2.49  -0.01
18 C 3.21 -1.55 -1.90  0.00
19 C 4.56 -1.63 -2.21  0.01
20 C 5.13 -0.74 -3.11  0.00
21 C 4.33 0.23 -3.70  0.00
22 C 2.98 0.31 -3.39  0.00
23 C -3.14 1.77 -1.32  -0.01
24 C -4.19 2.35 -2.03  0.00
25 C -5.51 2.17 -1.65  0.00
26 C -5.81 1.43 -0.51  0.00
27 C -4.79 0.85 0.21  0.00
28 C -3.47 0.99 -0.21  0.01
29 P -2.08 0.23 0.70  0.07
30 C -2.33 -1.58 0.70  -0.03
31 C -3.57 -2.19 0.55  -0.01
32 C -3.69 -3.57 0.59  0.00
33 C -2.56 -4.36 0.77  0.00
34 C -1.32 -3.76 0.91  0.01
35 C -1.20 -2.38 0.87  0.06
36 C -2.48 0.67 2.43  0.01
37 C -2.38 -0.25 3.47  0.01
38 C -2.64 0.13 4.78  0.00
39 C -3.01 1.44 5.06  0.00
40 C -3.12 2.36 4.03  0.00
41 C -2.86 1.98 2.73  0.00
42 H -1.93 4.44 -2.56  0.00
43 H -1.67 4.46 -0.81  0.00
44 H -0.29 4.43 -1.91  0.00
45 H -2.14 2.89 -4.53  0.00
46 H -1.66 1.89 -6.72  0.00
47 H -0.17 -0.08 -6.88  0.00
48 H 0.84 -1.03 -4.84  0.00
49 H -2.07 -1.05 -2.15  -0.01
50 H -3.35 -3.09 -2.62  0.00
51 H -2.16 -5.23 -3.01  0.00
52 H 0.31 -5.29 -2.95  0.00
53 H 1.58 -3.25 -2.51  0.00
54 H 2.80 -2.23 -1.18  0.00
55 H 5.17 -2.39 -1.74  0.00
56 H 6.18 -0.80 -3.35  0.00
57 H 4.76 0.94 -4.39  0.00
58 H 2.38 1.09 -3.84  0.01
59 H -3.97 2.97 -2.90  0.00
60 H -6.31 2.63 -2.23  0.00
61 H -6.84 1.33 -0.19  0.00
62 H -5.02 0.31 1.12  0.00
63 H -4.46 -1.60 0.38  0.00
64 H -4.66 -4.04 0.47  0.00
65 H -2.65 -5.44 0.79  0.00
66 H -0.43 -4.37 1.02  0.00
67 H -0.22 -1.93 0.94  -0.06
68 H -2.09 -1.27 3.26  0.00
69 H -2.55 -0.60 5.57  0.00
70 H -3.21 1.73 6.09  0.00
71 H -3.41 3.38 4.25  0.00
72 H -2.95 2.71 1.93  0.00
73 O -0.42 2.66 1.24  0.01
74 N 0.45 2.91 2.21  -0.01
75 C 0.63 4.19 2.59  0.01
76 C 1.47 4.50 3.63  0.00
77 C 2.15 3.46 4.28  0.00
78 C 1.96 2.16 3.86  0.00
79 C 1.11 1.88 2.79  -0.01
80 S 0.88 0.30 2.14  -0.03
81 H 0.07 4.91 2.01  0.00
82 H 1.61 5.53 3.92  0.00
83 H 2.82 3.67 5.09  0.00
84 H 2.49 1.34 4.32  0.00
85 C 2.83 -3.45 2.73  0.00
86 C 2.96 -2.25 1.83  0.00
87 O 2.24 -2.11 0.87  0.00
88 C 3.98 -1.21 2.16  0.01
89 C 4.12 -0.14 1.28  -0.03
90 C 5.01 0.88 1.56  0.00
91 C 5.77 0.84 2.73  0.00
92 C 5.63 -0.23 3.61  0.00
93 C 4.74 -1.25 3.32  0.00
94 H 2.12 -4.15 2.29  0.00
95 H 2.45 -3.14 3.71  0.00
96 H 3.79 -3.94 2.89  0.00
97 H 3.51 -0.10 0.39  0.01
98 H 5.11 1.72 0.88  0.00
99 H 6.46 1.64 2.95  0.00
100 H 6.22 -0.26 4.52  0.00
101 H 4.64 -2.08 4.02  0.00
102 Se 1.83 2.38 -0.88  0.26

**LUMO (spin up / spin down)**: -0.109 / -0.182 eV
**Energy relative to the best compared isomer or geometry (same formula, charge and spin)**: 8.2 kcal per mole
**M**: 1077.17 g/mol
**Maximum force**: 0.016 Eh/bohr
**2S+1**: 2
**Total energy**: -162902.4798 eV
**Expectation value of S²**: 0.759